{"formula": "C4H6BrN", "method": "wB97M-V/def2-TZVPD", "multiplicity": 1, "orbital_gap_ev": 10.27, "homo_ev": -9.69, "elements": ["C", "C", "C", "C", "N", "Br", "H", "H", "H", "H", "H", "H"], "xyz": [[-0.71688, -0.26555, 2.74702], [1.04838, -0.10186, -0.25404], [-1.09518, -1.17103, 2.05687], [-1.12690, 0.06276, -0.55937], [-0.13333, 0.65313, -0.15649], [-1.79206, -2.51467, 1.11737], [0.02699, 0.37794, 3.00267], [0.82668, -1.11084, -0.51914], [1.70623, 0.44071, -0.99724], [1.57565, -0.10344, 0.63354], [-0.95532, -0.86232, -1.03754], [-2.09688, 0.48126, -0.49077]], "atomic_forces_ev_per_a": [[-0.6, -1.6, -1.1], [1.2, 1.4, -2.4], [-0.5, -0.2, 0.6], [-1.2, -0.1, -1.1], [0.9, 2.0, 1.5], [-0.2, -0.4, 0.1], [1.2, 1.9, 1.1], [0.3, -1.0, -0.6], [-0.4, -0.9, 0.6], [1.1, 0.1, 2.1], [-0.6, -1.5, -0.7], [-1.0, 0.4, 0.0]]}

=====

{"formula": "C13H17IN2OOs", "method": "wB97M-V/def2-TZVPD", "multiplicity": 5, "orbital_gap_ev": [6.27, 4.99], "s_squared": 6.04, "homo_ev": [-14.80, -14.80], "total_charge": 2, "elements": ["C", "C", "H", "H", "H", "H", "H", "H", "C", "C", "C", "C", "H", "H", "H", "H", "N", "C", "C", "N", "C", "C", "C", "H", "H", "C", "H", "H", "Os", "I", "C", "O", "H", "H", "H"], "xyz": [[0.67192, 0.00760, 0.87290], [0.42537, -1.10698, 1.88601], [1.48374, 0.66359, 1.22470], [-1.03986, 0.94093, 3.31614], [-0.22902, 0.64229, 0.75715], [0.46145, -2.10223, 1.40835], [1.18830, -1.11843, 2.67800], [-0.57393, -0.93758, 2.31978], [0.17127, 2.67499, -2.10044], [0.10334, 3.52151, -3.19824], [-0.05194, 2.97634, -4.48013], [-0.22050, 1.60859, -4.63092], [0.25766, 2.98281, -1.05506], [0.17359, 4.59743, -3.03454], [-0.05912, 3.62570, -5.35258], [-0.42701, 1.10804, -5.57309], [0.14769, 1.32389, -2.28331], [-0.13520, 0.78397, -3.50384], [-0.28684, -0.63428, -3.43655], [-0.05889, -1.10846, -2.17774], [-0.23306, -2.42329, -1.87585], [-0.68455, -2.86878, -4.20384], [-0.56983, -3.31898, -2.88104], [-0.06782, -2.65952, -0.81997], [-0.71804, -4.36163, -2.60219], [-0.57028, -1.51577, -4.48441], [-0.68448, -1.07232, -5.47279], [-0.88581, -3.57816, -5.00068], [1.26064, 0.04121, -1.22335], [3.59689, -0.09546, -0.87151], [-0.43782, 0.19571, 5.01157], [-1.41984, 0.84672, 4.20670], [-0.14388, -0.78764, 4.61680], [-0.90718, 0.07240, 5.98817], [0.47794, 0.78828, 5.15090]], "atomic_forces_ev_per_a": [[0.3, 1.3, -0.1], [0.1, -0.6, -0.7], [-0.3, -0.1, -0.1], [-0.3, 0.2, 0.6], [0.2, -0.3, -0.3], [-0.2, 0.3, 0.3], [-0.2, 0.1, -0.4], [0.4, -0.4, -0.1], [0.1, -0.6, -0.6], [-0.1, 0.1, 0.3], [0.0, 0.2, 0.2], [-0.2, -1.1, 0.5], [0.1, 0.2, -0.5], [-0.1, -0.3, -0.2], [-0.1, -0.1, 0.2], [0.1, 0.5, -0.1], [-1.4, 2.8, -1.5], [0.4, 2.6, -0.3], [0.0, -2.4, -0.2], [-1.5, -2.3, -1.0], [0.0, 0.5, -0.6], [-0.1, -0.2, 0.3], [0.1, -0.1, 0.4], [-0.2, -0.3, -0.5], [0.0, 0.2, -0.3], [0.1, 1.1, 0.4], [-0.1, -0.5, 0.1], [0.0, 0.1, 0.1], [-0.7, -0.6, 4.0], [3.2, -0.1, 0.3], [0.0, 0.0, 0.4], [0.6, -0.2, -0.8], [-0.2, 0.1, 0.1], [0.2, -0.1, -0.1], [-0.2, 0.1, -0.1]]}